Here is a cluster of 12 separate species, H23O12 in total from the OMol25 dataset. Energies are from ωB97M-V/def2-TZVPD.

Positions of all 35 atoms, in Å:
1 O 0.529229 -0.258171 -0.115514
2 H -0.156771 0.223829 0.365486
3 O 0.089229 1.121829 -2.621514
4 H 0.208229 0.562829 -1.820514
5 H -0.099771 1.973829 -2.255514
6 O -2.175771 -0.302171 -2.259514
7 H -1.591771 -1.059171 -2.019514
8 H -3.031771 -0.444171 -1.817514
9 O 2.567229 -0.552171 -1.603514
10 H 2.802229 -1.463171 -1.770514
11 H 1.772229 -0.543171 -1.023514
12 O -2.006771 1.313829 -0.044514
13 H -1.698771 0.779829 -0.773514
14 H -2.832771 1.718829 -0.420514
15 O 2.061229 -2.232171 1.144486
16 H 1.629229 -1.621171 0.589486
17 H 2.849229 -1.757171 1.323486
18 O 1.744229 0.430829 2.315486
19 H 1.417229 0.132829 1.437486
20 H 1.793229 -0.325171 2.918486
21 O -0.274771 -2.057171 -1.926514
22 H 0.136229 -1.458171 -1.278514
23 H 0.114229 -1.727171 -2.731514
24 O -0.768771 -2.102171 1.323486
25 H -0.230771 -1.577171 0.732486
26 H -0.045771 -2.533171 1.794486
27 O -2.789771 -0.225171 2.012486
28 H -2.521771 0.443829 1.360486
29 H -2.195771 -0.965171 1.865486
30 O -0.604771 3.007829 1.987486
31 H -0.492771 2.430829 2.717486
32 H 0.076229 2.727829 1.397486
33 O 1.486229 2.302829 0.010486
34 H 1.194229 1.368829 -0.088514
35 H 1.049229 2.662829 -0.725514

Cartesian forces (eV/Å) of the 3 atoms listed first:
O -0.4 0.3 0.4
H -0.1 -0.1 -0.1
O 0.5 -0.7 0.1

Charge: -1
HOMO energy (eV): -7.19
Frontier orbital gap (Ha): 0.37628
Energy above the lowest of the compared OMol25 structures with the same formula, charge and spin (eV): 1.876
Calculated total energy (eV): -24946.132

Here is an isolated molecule of C5H8O2 from the OMol25 dataset. Energies are from ωB97M-V/def2-TZVPD.

Positions of all 15 atoms, in Å:
1 O 2.068025 0.282570 -0.596844
2 C 1.074778 0.156652 0.404939
3 C 0.005304 1.256360 0.193612
4 C -1.188105 0.433542 -0.199061
5 O -2.436166 0.850205 0.076005
6 C -0.821598 -0.770763 -0.690684
7 C 0.304780 -1.162929 0.217966
8 H 2.632528 -0.498020 -0.517193
9 H 1.517085 0.254106 1.403899
10 H -0.141691 1.951374 1.022456
11 H 0.297006 1.839287 -0.695949
12 H -2.936614 0.020162 0.105385
13 H 0.894103 -2.011624 -0.125416
14 H -0.999160 -1.177331 -1.665537
15 H -0.143739 -1.457482 1.181825

Cartesian forces (eV/Å) of the 3 atoms listed first:
O 0.3 0.0 0.0
C -0.2 0.0 0.3
C 0.0 0.0 0.3

Charge: 0
HOMO energy (eV): -7.72
Frontier orbital gap (Ha): 0.31526
Energy above the lowest of the compared OMol25 structures with the same formula, charge and spin (eV): 2.510
Calculated total energy (eV): -9407.322
SMILES: OC1=CC[C@@H](O)C1

Here is a structure of composition C7H6CdO6 from the OMol25 dataset. Energies are from ωB97M-V/def2-TZVPD.

Positions of all 20 atoms, in Å:
1 O -2.235590 0.084308 2.341541
2 C -1.813896 -0.175104 1.303775
3 Cd -0.991465 -0.621945 -0.580082
4 O -3.985331 -1.463319 -1.611960
5 C -2.937354 -1.167164 -1.250626
6 C -0.242216 -1.085410 -2.476653
7 O 0.188078 -1.335027 -3.511352
8 C -0.683515 -2.599342 0.031178
9 O -0.494006 -3.684890 0.372979
10 C -1.375009 1.342509 -1.214202
11 O -1.550162 2.428139 -1.544999
12 C 2.537652 1.074821 1.391602
13 C 1.127610 1.152883 0.931764
14 O 1.199868 -0.117429 0.078858
15 H 2.697314 0.209648 1.986822
16 H 2.619425 1.944022 1.994046
17 H 3.219008 1.120406 0.586961
18 H 0.382520 0.994514 1.671123
19 H 0.866653 1.920075 0.242007
20 H 1.470415 -0.021693 -0.742782

Cartesian forces (eV/Å) of the 3 atoms listed first:
O 1.6 -1.1 -4.1
C -2.9 1.9 7.6
Cd 1.9 0.5 1.0

Charge: +2
HOMO energy (eV): -18.57
Frontier orbital gap (Ha): 0.34987
Energy above the lowest of the compared OMol25 structures with the same formula, charge and spin (eV): 1.138
Calculated total energy (eV): -24182.355

Here is a structure of composition C21H55N3O19Zr from the OMol25 dataset. Energies are from ωB97M-V/def2-TZVPD.

Positions of all 99 atoms, in Å:
1 Zr -1.907471 10.367836 17.499658
2 N -6.571006 9.490353 17.270457
3 O -3.806411 11.159720 17.387031
4 O -7.271242 10.202687 16.780874
5 O -6.020124 8.721761 17.965341
6 N -5.841079 9.123524 14.124598
7 O -4.985340 8.689466 14.752186
8 O -1.105985 11.716887 16.273858
9 O -6.153126 9.772949 13.215749
10 C -12.046017 7.058256 19.035061
11 C -10.905130 5.924380 19.147164
12 C -11.023450 5.092132 20.468934
13 C -12.326605 4.268017 20.392028
14 C -12.029755 3.204871 19.331981
15 C -11.773462 3.820173 17.859975
16 N -10.882467 4.992458 18.003792
17 O -10.904793 5.736165 16.808276
18 C -11.127450 2.778645 16.959147
19 C -13.041385 4.259301 17.162368
20 C -9.595483 6.756130 19.201040
21 H -11.845214 7.708819 18.185592
22 H -11.988735 7.632120 19.936383
23 H -13.019134 6.731837 18.817934
24 H -10.139364 4.427752 20.514578
25 H -10.844093 5.683764 21.360686
26 H -13.140306 5.016597 20.187508
27 H -12.572043 4.050501 21.428641
28 H -12.923362 2.600353 19.330298
29 H -11.225601 2.535265 19.708328
30 H -10.109766 2.473387 17.327957
31 H -11.710262 1.866341 16.946158
32 H -11.114359 3.141938 15.906760
33 H -13.620261 3.387418 16.973896
34 H -13.551760 4.985973 17.776746
35 H -12.822731 4.603807 16.166683
36 H -8.683410 6.173184 18.985676
37 H -9.529044 7.199864 20.182460
38 H -9.669666 7.485508 18.346754
39 H -10.019737 5.700187 16.393446
40 C -6.909987 12.465593 23.582359
41 C -6.587821 11.944544 22.222522
42 O -5.430842 12.625112 21.701953
43 O -5.719323 12.587515 24.375138
44 H -7.665492 11.860230 24.047261
45 H -7.270385 13.507496 23.469479
46 H -7.508330 12.185205 21.606407
47 H -6.439036 10.888488 22.330994
48 H -4.938979 12.960451 22.497777
49 H -5.632889 13.504863 24.628492
50 C -0.690484 7.822508 17.861359
51 C -1.280487 7.779480 16.442314
52 O -2.176628 8.973711 16.351946
53 O -0.161161 9.147840 18.059175
54 H 0.019531 6.962950 18.076245
55 H -1.405128 7.590405 18.626518
56 H -1.899747 6.950228 16.110283
57 H -0.538594 7.932573 15.612377
58 H -12.498045 5.547312 11.758791
59 H 0.682287 9.204545 17.575088
60 C -12.102307 10.660407 15.651945
61 C -12.772870 10.359482 17.010462
62 O -14.165721 10.137278 16.918021
63 O -12.437612 9.521063 14.787633
64 H -11.003886 10.768256 15.807995
65 H -12.602375 11.511381 15.239079
66 H -12.635991 11.218717 17.679262
67 H -12.316049 9.510126 17.559227
68 H -14.343012 10.109936 15.968611
69 H -12.426892 8.726161 15.315125
70 C -12.257007 6.200247 14.250067
71 C -13.361645 5.449805 13.595303
72 O -13.358460 5.693856 12.125307
73 O -10.957261 6.110989 13.795503
74 H -12.134118 6.107934 15.340240
75 H -12.642025 7.135263 13.977297
76 H -14.298841 5.858559 14.028461
77 H -13.256073 4.330645 13.745143
78 H -13.677511 6.581341 11.989032
79 H -10.865171 6.183342 12.816652
80 C -2.273610 10.081107 20.731823
81 C -1.648807 11.490765 20.734095
82 O -1.227597 11.806014 19.437757
83 O -2.837739 9.658911 19.443989
84 H -3.004640 10.084230 21.571218
85 H -1.436713 9.474734 20.956305
86 H -0.885686 11.507514 21.481314
87 H -2.395647 12.205651 21.035825
88 H -0.494232 12.494958 19.340813
89 H -3.799968 10.049639 19.235263
90 C -10.619377 6.819623 9.925859
91 C -11.257927 8.127594 10.239191
92 O -12.687010 7.956334 10.101769
93 O -11.021447 5.822167 10.893306
94 H -9.516278 6.709048 10.035713
95 H -10.884566 6.591086 8.851591
96 H -10.995494 8.836910 9.489444
97 H -10.994210 8.415789 11.287712
98 H -13.032814 8.392117 9.364449
99 H -10.475544 5.039512 10.744758

Cartesian forces (eV/Å) of the 3 atoms listed first:
Zr -1.4 7.4 -0.3
N 5.0 -2.9 1.0
O 1.1 -0.8 -0.1

Charge: +2
HOMO energy (eV): -11.16
Frontier orbital gap (Ha): 0.11324
Calculated total energy (eV): -67287.635